Record 1
DFT (the ωB97M-V functional and the def2-TZVPD basis) results for a 8-piece molecular cluster, C32H49Br2F3NO21 overall at a distorted geometry.

Calculated values
orbital gap	9.0	eV

Geometry as ORCA input:
```
! RIJCOSX wB97M-V def2-TZVPD def2/J DEFGRID3
* xyz 1 1
C -4.03183 2.94397 -6.49111
C -2.99932 3.86118 -5.63069
Br -1.17040 3.11975 -5.75382
C -3.52318 4.17750 -4.15193
Br -3.39824 6.17077 -3.89182
N -2.71704 3.57830 -3.03078
C -2.85157 2.09504 -2.87563
F -3.83366 1.52817 -3.67521
F -3.24520 1.84709 -1.53536
F -1.63339 1.41601 -3.02608
H -3.50188 2.15284 -7.11323
H -4.57957 3.62287 -7.24277
H -4.84327 2.47077 -5.85210
H -2.98059 4.86479 -6.18787
H -4.63225 3.94653 -4.09197
H -3.10920 3.97977 -2.14505
H -1.70597 3.87745 -3.02507
C 3.31040 4.25935 -0.91788
C 1.89099 4.21890 -1.43357
C 1.79299 3.97107 -2.90967
O 0.57592 4.63423 -3.25256
C 0.39848 5.62548 -2.33530
O -0.41794 6.49820 -2.43749
O 1.26032 5.49754 -1.29778
H 3.83533 5.14538 -1.27712
H 3.31105 4.31755 0.16593
H 3.86802 3.36903 -1.21529
H 1.30381 3.48747 -0.86606
H 1.73212 2.90659 -3.14554
H 2.60946 4.41602 -3.48471
C 5.53681 10.65475 -1.36695
C 5.75107 9.21981 -1.79874
C 4.52967 8.58223 -2.39642
O 4.71279 7.20682 -2.07935
C 5.48274 7.16140 -0.95541
O 5.66908 6.17681 -0.30200
O 6.01010 8.38358 -0.67188
H 4.86994 10.71030 -0.50251
H 6.48538 11.10037 -1.05796
H 5.12176 11.25697 -2.17802
H 6.60859 9.15289 -2.47700
H 4.47757 8.72434 -3.47781
H 3.59288 8.92502 -1.94711
C -0.01244 -0.48491 0.45514
C 1.34924 -0.10242 0.99523
C 1.37032 0.09699 2.48120
O 2.41596 1.04961 2.65317
C 2.49169 1.76036 1.49770
O 3.12560 2.76721 1.36020
O 1.74813 1.18014 0.51111
H -0.71501 0.34899 0.52966
H 0.06107 -0.73742 -0.60659
H -0.42356 -1.34547 0.98545
H 2.10055 -0.83451 0.67971
H 1.60033 -0.82637 3.01652
H 0.44348 0.51689 2.87972
C -4.95268 -3.41400 2.21430
C -3.59265 -3.02924 2.75534
C -3.57210 -2.82649 4.24158
O -2.52817 -1.87108 4.40879
C -2.45437 -1.16365 3.25171
O -1.82023 -0.15518 3.11359
O -3.19493 -1.74578 2.26862
H -5.65568 -2.57982 2.28693
H -4.87808 -3.66757 1.15372
H -5.36313 -4.27486 2.74586
H -2.84033 -3.76096 2.44169
H -3.34138 -3.74742 4.77962
H -4.50024 -2.40596 4.63915
C 0.97136 -6.92315 5.83782
C -0.13646 -5.92008 6.07222
C -0.55340 -5.80751 7.50976
O -1.92059 -5.42267 7.40559
C -2.37299 -5.89679 6.21407
O -3.52727 -5.92336 5.89033
O -1.34725 -6.33825 5.43764
H 0.61600 -7.94630 5.99755
H 1.31155 -6.86983 4.80577
H 1.81538 -6.73554 6.48809
H 0.14455 -4.94443 5.66047
H 0.01989 -5.04957 8.04715
H -0.49491 -6.75244 8.05769
C -4.96551 -2.09646 -5.40908
C -5.19302 -1.01167 -6.44036
C -6.40576 -1.24067 -7.29597
O -6.05076 -0.59315 -8.51219
C -4.69113 -0.61125 -8.58587
O -4.06293 -0.32755 -9.56144
O -4.13920 -0.99628 -7.39963
H -4.66897 -3.03501 -5.88411
H -4.14862 -1.81443 -4.73968
H -5.86040 -2.26754 -4.80680
H -5.22653 -0.02900 -5.95566
H -7.30384 -0.79043 -6.86813
H -6.60190 -2.29660 -7.50300
C 6.59167 -8.76884 4.84614
C 5.72719 -7.64707 5.38064
C 4.59741 -8.11956 6.24906
O 3.60803 -7.11133 6.05313
C 3.84323 -6.57510 4.81571
O 3.09535 -5.83998 4.23924
O 5.04057 -6.98661 4.32016
H 6.04758 -9.37003 4.11293
H 7.46241 -8.35906 4.32870
H 6.94355 -9.41822 5.65051
H 6.34585 -6.90665 5.89898
H 4.88439 -8.17632 7.30086
H 4.18132 -9.08328 5.94131
*
```

=====

Record 2
DFT (the ωB97M-V functional and the def2-TZVPD basis) results for C32H49Cl5IN3O9P2Ti as an isolated structure at a distorted geometry.

Calculated values
relative energy (zero: lowest compared OMol25 entry of this formula, charge and spin)	98.8	kJ/mol
orbital gap (alpha / beta)	7.5 / 8.0	eV
⟨S²⟩	0.752

Geometry as ORCA input:
```
! RIJCOSX wB97M-V def2-TZVPD def2/J DEFGRID3
* xyz 1 2
Ti 0.01491 0.00740 -0.09735
C -2.37625 1.08563 1.89484
C -2.25405 -0.45225 1.93177
N -0.83699 -0.82517 1.93301
C -0.11602 -0.59658 3.19085
C 1.31209 -0.12755 2.87612
N 1.33477 0.74138 1.69111
C 1.14938 2.16506 1.99858
C -0.33280 2.45922 2.23990
N -1.15218 1.65858 1.32574
H -2.54947 1.47869 2.89812
H -3.24348 1.35027 1.29020
H -2.68254 -0.86896 1.02085
H -2.79086 -0.85968 2.79444
H -0.78158 -1.80755 1.71096
H -0.05679 -1.51606 3.77684
H -0.64550 0.14142 3.79278
H 1.92927 -0.99696 2.66200
H 1.73105 0.38398 3.74860
H 2.23858 0.63975 1.24247
H 1.49067 2.73171 1.13780
H 1.73838 2.46716 2.87102
H -0.50967 3.53193 2.11976
H -0.59243 2.20812 3.26766
H -1.36916 2.19271 0.49585
Cl 0.50359 -6.93800 -2.67435
C 0.06168 -5.44286 -1.95911
C 0.64498 -5.02753 -0.76986
Cl 1.76713 -6.05395 0.02664
C 0.32190 -3.79311 -0.21632
Cl 1.00649 -3.40362 1.31443
C -0.57271 -2.88547 -0.85102
O -0.86796 -1.66033 -0.44066
C -1.23548 -3.41571 -1.98307
Cl -2.50444 -2.47880 -2.64416
C -0.91082 -4.64080 -2.54580
Cl -1.70271 -5.15800 -3.97594
C -2.09781 4.22834 -1.01796
C -3.14158 3.30091 -1.63067
C -4.35410 4.06157 -2.12954
O -2.56605 2.62084 -2.77690
P -1.71646 1.27562 -2.63626
O -1.63880 0.86797 -1.20346
C -0.17380 1.73382 -3.49785
P 1.16489 1.91876 -2.27730
O 0.84408 1.78948 -0.81976
O 2.57926 1.30048 -2.60663
C 3.32429 1.57472 -3.82710
C 4.76062 1.84042 -3.41664
C 3.22266 0.39297 -4.77491
O 1.36384 3.48519 -2.59975
C 2.33373 4.30341 -1.90717
C 1.61727 5.11230 -0.83801
C 2.99633 5.20081 -2.93708
O -2.48253 0.19573 -3.45130
C -2.83335 0.07757 -4.86213
C -3.22828 1.40680 -5.47889
C -1.71905 -0.61846 -5.62577
H -2.41720 4.57510 -0.03406
H -1.95621 5.09901 -1.66024
H -1.13669 3.71653 -0.93686
H -3.45072 2.54491 -0.90621
H -4.04187 4.81462 -2.85356
H -4.85147 4.55577 -1.29556
H -5.06158 3.38348 -2.60541
H -0.30985 2.69778 -3.97880
H 0.09045 0.96617 -4.21859
H 2.89503 2.46152 -4.30031
H 5.12000 1.00932 -2.80872
H 4.84418 2.75922 -2.83614
H 5.38889 1.92915 -4.30182
H 3.72778 -0.47643 -4.35403
H 3.69342 0.64776 -5.72388
H 2.18155 0.12553 -4.96377
H 3.08013 3.64775 -1.44691
H 0.86600 5.74724 -1.30993
H 2.32718 5.74488 -0.30629
H 1.11621 4.45050 -0.13182
H 2.23769 5.81697 -3.42085
H 3.50393 4.61547 -3.70385
H 3.72706 5.84881 -2.45450
H -3.70044 -0.58292 -4.83301
H -2.37605 2.08820 -5.51336
H -4.01939 1.87626 -4.89733
H -3.58700 1.23910 -6.49334
H -0.88323 0.05504 -5.82105
H -2.10118 -0.96679 -6.58472
H -1.36309 -1.48075 -5.06285
I 4.66503 -5.74903 -4.49336
C 3.66044 -4.14456 -3.59377
C 4.22457 -3.50472 -2.49635
C 3.53112 -2.48336 -1.87627
C 2.29020 -2.07598 -2.36630
C 1.75482 -2.70352 -3.49249
C 2.42599 -3.74917 -4.09440
C 1.51169 -1.05360 -1.67974
O 0.56207 -0.41095 -2.25208
O 1.68099 -0.82476 -0.44395
H 5.19397 -3.81151 -2.12910
H 3.94280 -1.98463 -1.00777
H 0.78744 -2.38440 -3.86090
H 1.99313 -4.26416 -4.94137
*
```

=====

Record 3
DFT (the ωB97M-V functional and the def2-TZVPD basis) results for C32H50AsAuCl2NO2Si4 as an isolated structure at a distorted geometry.

Calculated values
relative energy (zero: lowest compared OMol25 entry of this formula, charge and spin)	119.9	kJ/mol
orbital gap (alpha / beta)	6.1 / 6.1	eV

Geometry as ORCA input:
```
! RIJCOSX wB97M-V def2-TZVPD def2/J DEFGRID3
* xyz -1 1
Au -0.09570 -0.34999 -0.49773
C -3.96228 -0.71091 -0.46391
Si -3.10604 0.93898 -0.73235
C -3.01035 1.72259 0.97927
C -4.49308 1.82144 -1.69129
C -1.38215 1.03327 -1.56551
C -0.89839 2.47831 -1.48686
C -1.77280 3.55903 -1.27232
C -1.29564 4.85563 -1.29321
C 0.05224 5.08417 -1.52572
C 0.84639 3.96961 -1.73003
N 0.38331 2.72969 -1.72518
Si -1.28093 0.65995 -3.45341
C 0.31867 1.26054 -4.22951
C -1.43101 -1.11046 -4.06271
C -2.65848 1.57713 -4.36089
H -5.02415 -0.46965 -0.35336
H -3.64541 -1.21456 0.45016
H -3.86802 -1.40828 -1.29554
H -3.86225 1.38239 1.57478
H -3.02279 2.81262 0.96651
H -2.09740 1.41280 1.49160
H -5.28681 2.02693 -0.96531
H -4.91193 1.13252 -2.42809
H -4.26054 2.74967 -2.21008
H -2.82258 3.40026 -1.08366
H -1.97725 5.68057 -1.12278
H 0.47121 6.08123 -1.54570
H 1.91583 4.06390 -1.90123
H 1.19180 0.85425 -3.71544
H 0.40824 2.34541 -4.21592
H 0.33282 0.92752 -5.27269
H -0.62512 -1.74961 -3.70643
H -1.35608 -1.05984 -5.15368
H -2.38537 -1.58209 -3.82183
H -2.70246 2.63333 -4.08450
H -3.63972 1.13853 -4.17726
H -2.46486 1.52143 -5.43590
Cl -2.46095 -4.22455 1.18419
C -0.94619 -4.37832 0.31630
C -0.21974 -5.54105 0.52298
C 0.93203 -5.76926 -0.20629
C 1.33274 -4.83626 -1.15467
C 0.59858 -3.68238 -1.34180
C -0.55430 -3.39810 -0.59976
C -1.31338 -2.14995 -0.81459
H -0.56696 -6.25665 1.25624
H 1.51348 -6.66497 -0.03149
H 2.23524 -4.99693 -1.73097
H 0.93921 -2.93891 -2.05424
H -2.18457 -2.12783 -0.18464
H -1.62078 -2.07452 -1.84304
C 1.69194 1.05495 3.48884
Si 1.92175 2.14377 1.97044
C 3.52695 3.11142 2.17672
C 0.49877 3.37452 1.96119
As 2.03985 1.10027 -0.10690
Si 3.88691 -0.32064 0.24430
C 5.31371 0.72888 -0.41174
C 4.35823 -0.87694 1.97447
C 3.73724 -1.83866 -0.84467
H 2.01856 1.60089 4.38157
H 2.25243 0.12473 3.43266
H 0.63884 0.80069 3.62432
H 3.46771 3.75232 3.06230
H 3.72289 3.74133 1.30719
H 4.37912 2.44011 2.30664
H 0.48832 3.94212 2.89731
H -0.45781 2.85524 1.88001
H 0.56831 4.08206 1.12783
H 5.44672 1.64072 0.17513
H 5.13400 1.02414 -1.44708
H 6.24851 0.15966 -0.37086
H 4.51174 -0.03991 2.65779
H 5.30000 -1.43456 1.91483
H 3.59706 -1.54671 2.37909
H 3.39062 -1.57538 -1.84758
H 3.02126 -2.52470 -0.39313
H 4.70444 -2.34292 -0.93772
Cl -3.36196 -1.63107 5.76401
C -2.06918 -1.81572 4.60260
C -1.89686 -0.85320 3.62473
C -0.87228 -1.01546 2.70353
C -0.03274 -2.11931 2.75044
C -0.21776 -3.05914 3.75808
C -1.23527 -2.91863 4.68638
C 1.09578 -2.34005 1.76039
O 1.91968 -3.21232 2.01699
O 1.19876 -1.55714 0.74613
H -2.54966 0.00892 3.58722
H -0.71389 -0.26016 1.94501
H 0.45262 -3.90784 3.78780
H -1.39065 -3.65493 5.46321
*
```

=====

M values, unit g/mol, following the record order: 1000.53 1033.74 935.90.